Record 1
{
  "formula": "C5H13N3",
  "method": "ωB97M-V/def2-TZVPD",
  "relative_energy_kcal_mol": 33.5,
  "lumo_energy_ev": 0.9,
  "fmax_ev_per_a": 0.56,
  "smiles": "[H]/N=C/NC.C=NCC",
  "homo_ev": -8.89,
  "multiplicity": 1,
  "symbols": ["H", "N", "C", "N", "C", "H", "H", "H", "H", "H", "C", "N", "C", "C", "H", "H", "H", "H", "H", "H", "H"],
  "coordinates": [[4.8187, -1.7847, -0.4453], [4.0398, -1.3307, -0.9155], [2.9484, -1.7001, -0.3735], [1.7275, -1.4058, -0.9180], [0.6308, -1.0152, -0.0435], [2.8867, -2.2904, 0.5482], [1.7990, -0.8541, -1.7628], [-0.2613, -0.8555, -0.6383], [0.4001, -1.8237, 0.6560], [0.8334, -0.1185, 0.5413], [-1.1715, 1.8838, 1.7959], [-1.4380, 1.4161, 0.6579], [-2.7549, 0.8149, 0.4966], [-3.3931, 1.2114, -0.8275], [-1.9089, 1.9052, 2.6057], [-0.1747, 2.2684, 1.9965], [-2.6656, -0.2709, 0.5706], [-3.4247, 1.1066, 1.3194], [-4.3746, 0.7423, -0.9040], [-3.5874, 2.2853, -0.8291], [-2.7689, 0.9510, -1.6770]]
}

Record 2
{
  "formula": "C5H13N3",
  "method": "ωB97M-V/def2-TZVPD",
  "relative_energy_kcal_mol": 112.3,
  "lumo_energy_ev": [0.7, 0.7],
  "fmax_ev_per_a": 4.36,
  "smiles": "[H]/N=C\\CC.N/C=C\\N",
  "homo_ev": [-6.98, -6.98],
  "multiplicity": 1,
  "symbols": ["H", "N", "C", "C", "C", "H", "H", "H", "H", "H", "H", "N", "C", "C", "N", "H", "H", "H", "H", "H", "H"],
  "coordinates": [[-2.0507, -1.3023, -0.5856], [-1.4022, -1.8782, -0.0254], [-0.7146, -0.9896, 0.6400], [-1.0410, 0.7085, 0.5779], [-2.3218, 1.1526, -0.1124], [-0.7965, -1.0834, 1.7357], [-0.2621, 1.4466, 0.3732], [-1.1556, 0.8422, 1.6578], [-2.2027, 1.2337, -1.1954], [-2.6445, 2.1370, 0.2343], [-3.1402, 0.4594, 0.0845], [2.2777, -1.0562, 0.9091], [1.2668, -1.1232, -0.1241], [1.1977, -0.0964, -1.0923], [1.7180, 1.1363, -0.8758], [2.1697, -1.8421, 1.5366], [3.0378, -0.4599, 0.5912], [1.2548, -2.1017, -0.5991], [0.6602, -0.2355, -2.0180], [2.3856, 1.2126, -0.1161], [1.7637, 1.8393, -1.5962]]
}

Record 3
{
  "formula": "C5H13N3",
  "method": "ωB97M-V/def2-TZVPD",
  "relative_energy_kcal_mol": 48.0,
  "lumo_energy_ev": 0.9,
  "fmax_ev_per_a": 4.91,
  "smiles": "[H]/N=C/NCCCCN",
  "homo_ev": -8.50,
  "multiplicity": 1,
  "symbols": ["H", "N", "C", "N", "C", "C", "C", "C", "N", "H", "H", "H", "H", "H", "H", "H", "H", "H", "H", "H", "H"],
  "coordinates": [[4.5571, 1.1302, -0.6138], [3.5607, 1.2205, -0.2451], [2.7918, 0.2113, -0.0676], [1.4869, 0.3915, 0.0578], [0.6198, -0.4838, 0.7742], [-0.4071, -1.2694, -0.1238], [-1.3367, -0.4646, -1.0743], [-1.8319, 0.6963, -0.3513], [-2.2179, 0.5355, 1.0612], [3.0170, -0.9252, 0.1590], [1.2465, 1.3276, -0.2119], [0.2826, 0.0285, 1.7485], [1.4787, -1.2378, 1.1372], [-1.0854, -1.7274, 0.6324], [0.1115, -2.0609, -0.6871], [-2.1475, -1.2596, -1.2714], [-0.8769, -0.1568, -2.0723], [-2.6472, 1.2265, -1.0214], [-0.9582, 1.4244, -0.3363], [-3.0790, -0.0417, 0.9831], [-2.5650, 1.4348, 1.5227]]
}

Record 4
{
  "formula": "C5H13N3",
  "method": "ωB97M-V/def2-TZVPD",
  "relative_energy_kcal_mol": 34.5,
  "lumo_energy_ev": 0.8,
  "fmax_ev_per_a": 4.47,
  "smiles": "[H]/N=C(/C)N.C=NCC",
  "homo_ev": -8.86,
  "multiplicity": 1,
  "symbols": ["H", "N", "C", "C", "N", "H", "H", "H", "H", "H", "C", "N", "C", "C", "H", "H", "H", "H", "H", "H", "H"],
  "coordinates": [[-3.3291, 1.4572, -0.7604], [-3.4207, 0.8646, 0.0609], [-2.3619, 0.2573, 0.3970], [-2.4262, -0.7008, 1.5510], [-1.1319, 0.3702, -0.3056], [-1.6623, -0.4343, 2.2818], [-3.4074, -0.6553, 2.0140], [-2.2282, -1.7150, 1.2097], [-0.4765, -0.2409, 0.2132], [-1.1372, 0.8205, -1.2054], [1.3286, -1.9096, -0.7278], [1.3113, -0.6604, -0.8382], [2.2499, 0.1704, -0.1235], [2.2163, 1.5857, -0.6861], [2.0226, -2.4702, -0.0910], [0.5950, -2.4837, -1.2758], [1.9674, 0.1872, 0.9361], [3.2678, -0.2398, -0.1803], [1.2040, 1.9709, -0.6569], [2.5629, 1.5921, -1.7149], [2.8556, 2.2338, -0.0977]]
}

Record 5
{
  "formula": "C5H13N3",
  "method": "ωB97M-V/def2-TZVPD",
  "relative_energy_kcal_mol": 90.3,
  "lumo_energy_ev": 0.8,
  "fmax_ev_per_a": 3.48,
  "smiles": "C=CN(C)C.C1NN1",
  "homo_ev": -7.86,
  "multiplicity": 1,
  "symbols": ["C", "C", "N", "C", "C", "H", "H", "H", "H", "H", "H", "H", "H", "H", "C", "N", "N", "H", "H", "H", "H"],
  "coordinates": [[-1.5379, -0.6424, -1.2726], [-0.9427, 0.3718, -0.6197], [0.4558, 0.5551, -0.5072], [1.2876, -0.1540, -1.4717], [0.8757, 1.9377, -0.3035], [-2.6113, -0.7289, -1.2610], [-1.0050, -1.4955, -1.6566], [-1.5330, 1.2345, -0.3223], [1.1460, -1.2243, -1.3478], [2.3321, 0.0803, -1.2681], [1.0617, 0.1180, -2.5051], [1.9149, 1.9485, 0.0300], [0.2657, 2.3845, 0.4796], [0.7902, 2.5293, -1.2235], [-0.5141, -1.6172, 2.1416], [0.5680, -0.6858, 2.0498], [-0.7354, -0.2201, 2.3461], [-0.5403, -2.2341, 3.0317], [-0.9109, -2.0646, 1.2294], [0.7977, -0.3133, 1.0132], [-1.1648, 0.2208, 1.4375]]
}

Record 6
{
  "formula": "C5H13N3O",
  "method": "ωB97M-V/def2-TZVPD",
  "relative_energy_kcal_mol": 74.6,
  "lumo_energy_ev": 0.8,
  "fmax_ev_per_a": 2.48,
  "smiles": "C[C@@H](CN)N/N=C/CO",
  "homo_ev": -8.24,
  "multiplicity": 1,
  "symbols": ["C", "C", "C", "N", "N", "N", "C", "C", "O", "H", "H", "H", "H", "H", "H", "H", "H", "H", "H", "H", "H", "H"],
  "coordinates": [[1.6902, -1.4749, 0.2551], [1.3190, -0.4825, -0.8183], [-0.0870, -0.7712, -1.4409], [-1.2130, -0.9663, -0.4881], [1.5339, 0.9261, -0.4248], [0.7936, 1.3552, 0.6712], [-0.4471, 1.6279, 0.4964], [-1.4792, 1.7598, 1.5420], [-2.6479, 1.0726, 1.0433], [2.6850, -1.3340, 0.6342], [1.0026, -1.4597, 1.1004], [1.6828, -2.5078, -0.1612], [2.1193, -0.5991, -1.5602], [-0.3564, 0.1270, -2.0627], [-0.0246, -1.6051, -2.2035], [-2.0695, -1.3191, -0.9772], [-0.8835, -1.5667, 0.2870], [2.4946, 1.0638, -0.0826], [-0.9548, 1.5777, -0.5002], [-1.7509, 2.8422, 1.7715], [-1.0357, 1.3859, 2.4906], [-2.3715, 0.3482, 0.4279]]
}

Record 7
{
  "formula": "C5H13N3O",
  "method": "ωB97M-V/def2-TZVPD",
  "relative_energy_kcal_mol": 63.0,
  "lumo_energy_ev": 0.5,
  "fmax_ev_per_a": 4.26,
  "smiles": "[H]/N=C(/N)CC.N/C=C\\O",
  "homo_ev": -8.28,
  "multiplicity": 1,
  "symbols": ["H", "N", "C", "N", "C", "C", "H", "H", "H", "H", "H", "H", "H", "N", "C", "C", "O", "H", "H", "H", "H", "H"],
  "coordinates": [[0.6243, -1.4704, -1.8697], [1.3199, -0.7495, -1.6649], [0.8151, 0.2302, -0.9702], [1.6673, 1.2471, -0.5744], [-0.6295, 0.7238, -1.4239], [-1.2178, 1.9076, -0.6763], [1.5849, 1.5244, 0.3982], [2.6240, 0.9258, -0.7048], [-0.4935, 0.9938, -2.4760], [-1.3096, -0.1327, -1.4321], [-2.1581, 2.2208, -1.1419], [-0.5571, 2.7791, -0.7138], [-1.4356, 1.6753, 0.3704], [1.4181, -1.4035, 1.7173], [0.2692, -0.6417, 1.6876], [-0.9614, -1.0641, 1.3071], [-1.1201, -2.1686, 0.5327], [1.5559, -2.0454, 2.4950], [1.6049, -1.9643, 0.8841], [0.3201, 0.1805, 2.4003], [-1.8610, -0.5195, 1.5570], [-2.0599, -2.2487, 0.2983]]
}

Record 8
{
  "formula": "C5H13N3P",
  "method": "ωB97M-V/def2-TZVPD",
  "relative_energy_kcal_mol": 23.0,
  "lumo_energy_ev": -3.2,
  "fmax_ev_per_a": 4.51,
  "total_charge": 1,
  "smiles": "CN1C[N@H+]2CPCN1C2",
  "homo_ev": -13.05,
  "multiplicity": 1,
  "symbols": ["C", "N", "C", "N", "C", "P", "C", "N", "C", "H", "H", "H", "H", "H", "H", "H", "H", "H", "H", "H", "H", "H"],
  "coordinates": [[-2.2156, -1.1471, 0.6442], [-0.8160, -0.6642, 0.5091], [-0.6279, 0.7832, 0.9169], [0.3269, 1.3148, -0.1979], [1.7783, 1.0738, 0.0074], [2.2501, -0.6089, 0.5870], [1.0733, -1.4927, -0.6503], [-0.2701, -0.8290, -0.7641], [-0.1450, 0.4470, -1.3493], [-2.1442, -2.1464, 0.1147], [-2.3299, -1.1997, 1.7200], [-3.0903, -0.5626, 0.3005], [-1.6023, 1.3540, 1.0886], [-0.0389, 0.8724, 1.9453], [0.2359, 2.3256, -0.3357], [2.4770, 1.3450, -0.8138], [2.0926, 1.9045, 0.7942], [1.4038, -0.4400, 1.7339], [0.7426, -2.5316, -0.4554], [1.5414, -1.3584, -1.6653], [0.4710, 0.7489, -2.3135], [-1.1125, 0.8114, -1.8165]]
}

Record 9
{
  "formula": "C5H13N4O3Si",
  "method": "ωB97M-V/def2-TZVPD",
  "relative_energy_kcal_mol": 31.9,
  "lumo_energy_ev": -4.0,
  "fmax_ev_per_a": 4.82,
  "total_charge": 1,
  "homo_ev": -13.31,
  "multiplicity": 1,
  "symbols": ["C", "C", "C", "C", "C", "N", "N", "N", "N", "O", "O", "O", "Si", "H", "H", "H", "H", "H", "H", "H", "H", "H", "H", "H", "H", "H"],
  "coordinates": [[2.7621, 1.4700, -1.0719], [2.3991, 0.0027, -0.9930], [-1.2402, -1.4996, 1.8626], [-1.9939, 1.6218, 1.2337], [-2.6657, -0.5412, -0.9358], [1.9131, 2.1262, -0.3695], [1.1628, -0.0147, -0.4549], [3.3806, -0.6887, 0.1376], [0.0566, -0.5671, -0.9981], [2.7287, -0.9629, 1.0762], [4.4884, -0.9094, -0.2379], [0.8869, 1.3220, 0.0672], [-1.6209, -0.1184, 0.5366], [3.6503, 1.9666, -1.3648], [2.5214, -0.5293, -1.8702], [-0.6942, -2.3085, 1.3347], [-0.5582, -1.0629, 2.6095], [-2.1353, -1.8606, 2.3718], [-2.0591, 2.4876, 0.5343], [-2.8688, 1.4902, 1.8899], [-1.3257, 2.0171, 2.0322], [-2.1937, -0.1013, -1.8603], [-2.7078, -1.5484, -1.2055], [-3.7299, -0.1646, -0.9127], [0.0648, -1.6462, -1.2147], [-0.2213, 0.0195, -2.1970]]
}

Record 10
{
  "formula": "C5H13NO",
  "method": "ωB97M-V/def2-TZVPD",
  "relative_energy_kcal_mol": 40.0,
  "lumo_energy_ev": [3.1, 3.2],
  "fmax_ev_per_a": 1.71,
  "total_charge": -1,
  "homo_ev": [0.98, -4.41],
  "multiplicity": 2,
  "symbols": ["C", "C", "C", "C", "C", "N", "H", "H", "H", "H", "H", "H", "H", "H", "H", "H", "H", "H", "H", "O"],
  "coordinates": [[-0.5469, 0.5026, 1.3906], [-0.3104, -0.5501, 0.3117], [-1.4821, -0.7534, -0.5871], [-1.3419, -0.4921, -1.9436], [-2.6140, -1.5722, 0.0042], [-0.8999, 1.8260, 0.8774], [-1.2989, 0.1523, 2.1024], [0.3563, 0.6155, 1.9968], [0.5537, -0.2600, -0.2928], [-0.0508, -1.5021, 0.8068], [-2.2073, -0.3747, -2.5796], [-0.3403, -0.6010, -2.3769], [-2.1726, -2.3185, 0.6758], [-3.2219, -1.9131, -0.8304], [-3.2322, -0.9735, 0.6755], [-0.2375, 2.1396, 0.1799], [-1.7886, 1.6731, 0.3923], [6.2970, 1.2880, -0.6241], [7.3019, 1.9203, 0.2296], [7.2364, 1.1933, -0.4085]]
}

What is the formula in the first record?
C5H13N3